84
Properties=species:S:1:pos:R:3:forces:R:3:mulliken_charge:R:1 method="wB97M-V/def2-TZVPD" spin_multiplicity=1 homo_ev=-8.2 smiles=CC[C@@H](Cl)c1c(Cl)cc2nc(P(C)CC)cnc2c1CC(N)(N)N.FC(F)C(F)(F)COC(F)(F)C(F)F.FC(F)C(F)(F)COC(F)(F)C(F)F orbital_gap_ev=7.84 charge=0 e_lumo_ev=-0.4
C 1.51833 -4.50101 -2.02084 0.268 -0.119 -0.232 -1.06
C 2.63731 -3.74112 -2.72635 0.009 0.048 0.419 -0.51
C 2.31977 -2.26063 -3.03742 -0.058 -0.415 0.031 -0.40
Cl 3.00931 -1.77690 -4.62553 0.070 0.184 -0.054 -0.17
C 0.87034 -1.87335 -2.89032 -0.289 0.331 -0.073 0.12
C -0.12308 -2.22166 -3.84478 -0.090 -0.130 -0.037 1.06
Cl 0.24888 -3.25726 -5.19389 0.049 -0.033 0.072 -0.18
C -1.41943 -1.81997 -3.73588 0.158 -0.160 -0.299 -0.67
C -1.83870 -1.05557 -2.63877 -0.268 -0.105 -0.456 0.16
N -3.15103 -0.66699 -2.56803 0.657 0.082 0.335 -0.45
C -3.45231 0.03695 -1.50947 -1.179 -0.368 -0.402 0.29
P -5.13295 0.73102 -1.30599 -0.232 1.176 0.111 -0.17
C -5.81641 -0.23539 0.10058 0.274 -0.299 -0.218 -0.83
C -6.08062 0.27663 -2.82660 0.166 -0.604 0.391 -0.33
C -7.44047 -0.35433 -2.51107 0.623 0.233 -0.219 -1.27
C -2.51797 0.33904 -0.49334 0.584 -0.043 0.098 -0.58
N -1.27844 -0.04720 -0.54061 0.019 -0.063 -0.093 -0.16
C -0.90195 -0.74507 -1.65653 0.067 0.111 0.544 -0.33
C 0.45317 -1.15372 -1.78615 0.402 -0.147 -0.098 0.58
C 1.37485 -0.77664 -0.65529 -0.685 0.099 0.079 -3.17
C 1.85413 0.69508 -0.69472 0.892 0.268 -0.200 1.59
N 1.44748 1.39592 0.51629 -0.101 -0.322 0.195 -0.75
N 1.34252 1.39682 -1.86080 -0.563 -0.261 0.089 -0.54
N 3.32999 0.65539 -0.79632 -0.482 -0.109 -0.380 -0.45
H 1.11266 -3.93728 -1.18854 -0.200 0.164 0.081 0.22
H 0.73106 -4.76372 -2.72114 -0.240 0.015 0.083 0.26
H 1.92434 -5.41547 -1.59934 0.015 -0.230 -0.041 0.43
H 3.48885 -3.74808 -2.04843 0.258 0.096 -0.054 0.32
H 2.96521 -4.26233 -3.61758 -0.135 -0.054 -0.239 0.45
H 2.89044 -1.65980 -2.35528 0.111 0.305 0.158 0.13
H -2.12724 -2.10001 -4.49566 -0.212 -0.013 -0.080 0.59
H -5.63782 -1.30668 0.03250 -0.046 -0.123 0.026 0.38
H -6.87871 -0.04922 0.19668 -0.218 0.051 -0.112 0.46
H -5.36398 0.15463 1.00359 0.188 -0.001 0.169 -0.02
H -5.49237 -0.39909 -3.44387 0.120 -0.028 -0.040 0.34
H -6.20344 1.20691 -3.36606 -0.048 0.166 -0.189 0.39
H -8.01327 0.29887 -1.86162 -0.307 -0.024 0.044 0.29
H -7.96875 -0.52130 -3.44247 -0.298 0.001 -0.062 0.39
H -7.28965 -1.31279 -2.02783 -0.146 -0.161 0.148 0.33
H -2.83187 0.92425 0.35963 -0.059 0.069 0.168 0.46
H 2.21236 -1.45306 -0.57214 0.213 -0.098 -0.083 0.97
H 0.78672 -0.91827 0.24579 0.068 0.011 0.230 0.58
H 1.29151 2.37849 0.33356 0.057 0.076 0.031 0.28
H 0.57711 1.01709 0.86317 -0.178 0.082 -0.102 0.27
H 1.35675 2.39697 -1.73999 0.159 0.096 -0.077 0.28
H 1.83238 1.12640 -2.70094 0.154 0.098 -0.060 0.14
H 3.66243 1.56836 -0.51332 0.347 -0.060 0.104 0.02
H 3.70912 -0.04905 -0.17759 0.102 0.237 0.304 0.22
F -4.10722 1.09543 6.47070 -0.038 -0.056 -0.044 -0.23
C -3.66052 1.02559 5.20216 0.223 0.202 -0.018 0.04
F -3.49763 2.29008 4.74648 -0.024 -0.081 -0.008 -0.26
C -4.65979 0.30362 4.29610 -0.524 -0.063 0.145 0.91
F -5.80696 1.00694 4.20855 0.075 0.033 0.045 -0.29
F -4.08896 0.30792 3.05450 0.219 -0.043 -0.030 -0.26
C -4.97471 -1.16905 4.60894 0.113 -0.563 -0.259 -0.76
O -6.16097 -1.45066 5.32940 -0.003 0.586 0.226 -0.38
C -6.18447 -1.46241 6.70342 0.237 -0.304 -0.331 0.79
F -4.95114 -1.36470 7.23250 -0.062 0.087 0.004 -0.28
F -6.68561 -2.65769 7.08169 -0.037 -0.062 0.079 -0.30
C -7.12811 -0.39332 7.26001 -0.197 0.135 0.097 0.20
F -6.75004 0.83330 6.85324 0.036 -0.030 0.008 -0.22
F -7.08096 -0.42816 8.61028 0.010 -0.031 -0.015 -0.25
H -2.69036 0.52067 5.18695 -0.031 -0.023 -0.003 0.31
H -5.15104 -1.62530 3.63588 -0.034 0.063 -0.035 0.42
H -4.11271 -1.68506 5.03214 0.054 0.194 0.149 0.34
H -8.14999 -0.58349 6.92564 0.023 -0.042 -0.008 0.24
F 8.77859 3.33045 0.69452 -0.041 -0.025 -0.072 -0.22
C 7.57037 3.92575 0.68789 -0.027 0.169 0.258 0.05
F 7.03867 3.80216 1.92717 -0.005 0.000 -0.085 -0.27
C 6.62659 3.26671 -0.31981 0.108 -0.477 -0.231 1.03
F 6.37330 1.99272 0.04255 0.038 0.021 0.074 -0.27
F 5.45133 3.95518 -0.22264 -0.021 0.172 0.007 -0.35
C 7.02252 3.31620 -1.80568 -0.204 0.278 -0.534 -0.80
O 7.64138 2.17142 -2.36392 0.178 -0.184 0.583 -0.38
C 9.00110 1.98771 -2.31562 -0.288 0.345 -0.245 0.79
F 9.64617 3.07695 -1.85739 -0.012 -0.083 0.071 -0.29
F 9.42055 1.78264 -3.58266 0.084 -0.026 -0.065 -0.30
C 9.37091 0.73196 -1.52230 0.070 -0.239 0.071 0.20
F 8.90990 0.81251 -0.25948 0.011 0.051 -0.010 -0.22
F 10.71790 0.62261 -1.47719 -0.016 0.020 -0.026 -0.26
H 7.69228 4.98945 0.46458 -0.004 -0.023 -0.031 0.29
H 6.07590 3.38041 -2.33998 -0.045 -0.053 0.051 0.43
H 7.56836 4.22851 -2.04716 0.141 -0.017 0.209 0.32
H 8.94888 -0.15293 -2.00280 -0.004 0.035 -0.035 0.25